# 1
{
  "formula": "C15H48N6O9",
  "method": "ωB97M-V/def2-TZVPD",
  "species": ["N", "C", "N", "O", "H", "H", "H", "H", "N", "C", "N", "O", "H", "H", "H", "H", "N", "C", "N", "O", "H", "H", "H", "H", "C", "C", "C", "O", "H", "H", "H", "H", "H", "H", "H", "H", "C", "C", "C", "O", "H", "H", "H", "H", "H", "H", "H", "H", "C", "C", "C", "O", "H", "H", "H", "H", "H", "H", "H", "H", "C", "O", "H", "H", "H", "H", "C", "O", "H", "H", "H", "H", "C", "O", "H", "H", "H", "H"],
  "xyz": [[-4.38, -9.07, 32.04], [-4.30, -10.15, 32.71], [-4.64, -11.19, 32.10], [-3.88, -10.10, 34.04], [-3.90, -8.25, 32.43], [-4.29, -9.01, 30.99], [-4.43, -12.12, 32.58], [-4.62, -11.10, 31.08], [-0.51, -6.05, 34.05], [-0.26, -4.77, 33.85], [0.15, -4.61, 32.62], [-0.57, -3.73, 34.71], [-0.87, -6.21, 35.00], [-0.18, -6.73, 33.32], [0.23, -3.64, 32.39], [0.48, -5.22, 31.92], [-6.83, -8.10, 33.16], [-7.07, -8.26, 34.45], [-5.95, -8.66, 35.05], [-8.32, -8.08, 35.09], [-7.74, -7.87, 32.72], [-6.07, -8.50, 32.61], [-6.01, -8.99, 36.04], [-5.12, -8.89, 34.56], [2.21, -12.13, 34.60], [0.98, -12.51, 33.83], [-0.27, -11.74, 34.32], [1.12, -12.17, 32.68], [2.92, -12.90, 34.38], [2.08, -12.16, 35.65], [2.66, -11.19, 34.18], [0.82, -13.63, 33.90], [-0.09, -10.63, 34.32], [-0.54, -12.02, 35.32], [-1.10, -11.98, 33.64], [0.55, -12.65, 32.09], [1.70, -8.57, 34.89], [2.85, -7.61, 34.60], [3.71, -7.16, 35.78], [3.66, -7.97, 33.72], [1.03, -7.94, 35.48], [1.89, -9.42, 35.58], [1.09, -8.89, 34.00], [2.44, -6.69, 34.10], [4.47, -7.83, 36.21], [3.11, -6.86, 36.65], [4.24, -6.26, 35.54], [3.13, -8.57, 33.15], [-3.77, -4.18, 35.55], [-4.90, -5.22, 35.38], [-6.00, -4.72, 34.37], [-4.45, -6.33, 34.89], [-4.20, -3.18, 35.73], [-3.21, -4.09, 34.59], [-3.08, -4.53, 36.36], [-5.25, -5.53, 36.37], [-6.91, -5.19, 34.58], [-5.83, -5.14, 33.32], [-6.12, -3.67, 34.21], [-5.08, -7.05, 35.12], [-1.99, -8.11, 35.64], [-1.87, -6.88, 36.26], [-2.73, -8.82, 36.12], [-1.00, -8.61, 35.72], [-2.35, -8.02, 34.63], [-2.47, -6.29, 35.91], [-1.31, -9.01, 31.85], [-0.62, -7.73, 31.93], [-2.08, -8.96, 31.18], [-1.76, -9.34, 32.76], [-0.57, -9.73, 31.56], [-1.35, -7.12, 31.91], [-3.24, -5.57, 31.87], [-3.14, -6.70, 32.64], [-3.45, -5.88, 30.89], [-2.26, -5.07, 31.87], [-3.98, -4.95, 32.28], [-3.37, -6.45, 33.53]],
  "lowdin_charge": [0.122, -0.680, 0.200, -0.117, 0.076, 0.167, 0.184, 0.136, 0.165, -0.605, 0.150, -0.122, 0.079, 0.091, 0.107, 0.101, 0.158, -0.562, 0.137, -0.147, 0.135, 0.062, 0.163, 0.027, -0.034, -0.685, -0.030, 0.020, 0.070, 0.072, 0.098, 0.157, 0.065, 0.067, 0.073, 0.132, -0.047, -0.638, -0.036, 0.006, 0.061, 0.086, 0.078, 0.140, 0.090, 0.078, 0.068, 0.122, -0.017, -0.524, -0.013, -0.088, 0.088, 0.081, 0.094, 0.152, 0.046, 0.082, 0.067, 0.080, -0.163, -0.095, 0.097, 0.080, 0.046, -0.008, -0.089, -0.133, 0.037, 0.054, 0.085, 0.018, -0.111, -0.175, 0.082, 0.085, 0.063, 0.039],
  "smiles": "NC(N)=O.NC(N)=O.NC(N)=O.CC(C)O.CC(C)O.CC(C)O.CO.CO.CO",
  "e_above_lowest_kcal_mol": 170.5,
  "charge": 0,
  "homo_lumo_gap_ha": 0.3141
}

***

# 2
{
  "formula": "C15H48O9",
  "method": "ωB97M-V/def2-TZVPD",
  "species": ["C", "C", "C", "O", "H", "H", "H", "H", "H", "H", "H", "H", "C", "C", "C", "O", "H", "H", "H", "H", "H", "H", "H", "H", "C", "C", "C", "O", "H", "H", "H", "H", "H", "H", "H", "H", "C", "O", "H", "H", "H", "H", "C", "O", "H", "H", "H", "H", "C", "O", "H", "H", "H", "H", "C", "O", "H", "H", "H", "H", "C", "O", "H", "H", "H", "H", "C", "O", "H", "H", "H", "H"],
  "xyz": [[7.74, 11.04, 7.43], [7.75, 11.29, 8.96], [9.03, 12.07, 9.38], [6.61, 11.95, 9.40], [7.07, 10.23, 7.20], [8.76, 10.85, 7.11], [7.42, 11.97, 7.02], [7.82, 10.27, 9.40], [9.05, 13.13, 8.97], [9.92, 11.52, 9.02], [9.05, 12.16, 10.48], [5.78, 11.52, 9.17], [11.09, 8.22, 7.50], [11.08, 7.36, 6.25], [9.79, 7.44, 5.48], [12.18, 7.91, 5.51], [10.26, 7.93, 8.11], [11.03, 9.23, 7.12], [11.99, 7.98, 8.02], [11.33, 6.37, 6.55], [8.98, 7.13, 6.14], [9.89, 6.76, 4.62], [9.56, 8.48, 5.15], [12.13, 7.63, 4.60], [16.20, 15.15, 6.84], [15.22, 15.99, 5.92], [14.36, 15.09, 5.04], [14.43, 16.92, 6.62], [16.69, 15.78, 7.61], [16.92, 14.64, 6.23], [15.63, 14.44, 7.45], [15.85, 16.54, 5.20], [15.02, 14.43, 4.49], [13.82, 15.63, 4.29], [13.66, 14.54, 5.68], [13.82, 16.50, 7.27], [15.28, 7.46, 7.67], [14.37, 8.54, 7.51], [14.81, 6.49, 7.51], [16.20, 7.49, 7.14], [15.53, 7.46, 8.74], [13.70, 8.26, 6.86], [14.48, 13.34, 11.04], [15.13, 12.26, 10.50], [13.49, 13.54, 10.59], [14.26, 13.17, 12.16], [15.18, 14.16, 10.95], [14.56, 11.82, 9.82], [10.72, 12.73, 4.98], [10.60, 11.40, 5.48], [10.39, 13.35, 5.79], [11.71, 13.03, 4.69], [10.10, 12.94, 4.13], [11.19, 10.82, 4.98], [11.68, 14.88, 8.60], [13.04, 15.15, 8.33], [11.52, 13.95, 9.17], [11.29, 15.73, 9.14], [11.13, 14.85, 7.67], [13.63, 14.80, 8.99], [18.08, 10.59, 7.72], [17.25, 10.17, 8.82], [17.78, 11.56, 7.42], [19.10, 10.60, 8.03], [17.90, 9.95, 6.85], [17.06, 10.97, 9.39], [13.62, 11.88, 7.32], [13.78, 11.07, 8.49], [12.69, 11.67, 6.83], [13.60, 12.96, 7.66], [14.52, 11.78, 6.60], [14.07, 10.15, 8.24]],
  "lowdin_charge": [-0.048, -0.519, -0.054, -0.039, 0.068, 0.045, 0.075, 0.133, 0.091, 0.074, 0.077, 0.098, -0.031, -0.490, -0.047, -0.057, 0.082, 0.077, 0.065, 0.127, 0.085, 0.083, 0.099, 0.083, -0.040, -0.481, -0.066, -0.064, 0.081, 0.063, 0.052, 0.130, 0.076, 0.069, 0.056, 0.067, -0.121, -0.146, 0.078, 0.064, 0.091, 0.049, -0.204, -0.134, 0.070, 0.101, 0.076, 0.041, -0.131, -0.146, 0.064, 0.066, 0.071, 0.075, -0.121, -0.149, 0.083, 0.079, 0.071, 0.045, -0.137, -0.145, 0.054, 0.064, 0.078, 0.082, -0.108, -0.162, 0.044, 0.068, 0.114, 0.060],
  "smiles": "CC(C)O.CC(C)O.CC(C)O.CO.CO.CO.CO.CO.CO",
  "e_above_lowest_kcal_mol": 96.1,
  "charge": 0,
  "homo_lumo_gap_ha": 0.3647
}

***

# 3
{
  "formula": "C15H48O9",
  "method": "ωB97M-V/def2-TZVPD",
  "species": ["C", "C", "O", "H", "H", "H", "H", "H", "H", "C", "C", "O", "H", "H", "H", "H", "H", "H", "C", "C", "O", "H", "H", "H", "H", "H", "H", "C", "C", "O", "H", "H", "H", "H", "H", "H", "C", "C", "O", "H", "H", "H", "H", "H", "H", "C", "C", "O", "H", "H", "H", "H", "H", "H", "C", "O", "H", "H", "H", "H", "C", "O", "H", "H", "H", "H", "C", "O", "H", "H", "H", "H"],
  "xyz": [[-1.88, -2.81, 1.19], [-1.10, -2.25, 2.38], [-1.98, -2.36, 3.52], [-2.92, -2.67, 1.20], [-1.65, -3.89, 1.22], [-1.57, -2.39, 0.22], [-0.72, -1.34, 2.10], [-0.16, -2.79, 2.55], [-2.77, -2.16, 3.16], [-3.17, 0.06, -4.49], [-1.79, 0.39, -3.91], [-2.08, 1.08, -2.78], [-3.09, -0.16, -5.58], [-3.92, 0.89, -4.18], [-3.50, -0.89, -3.99], [-1.29, 1.09, -4.60], [-1.00, -0.40, -3.92], [-2.21, 0.51, -2.05], [1.89, -0.21, 3.42], [2.76, -1.51, 3.54], [3.04, -1.63, 4.87], [2.51, 0.64, 3.71], [0.92, -0.15, 3.93], [1.85, -0.03, 2.37], [3.68, -1.48, 2.98], [2.11, -2.32, 3.22], [2.48, -2.32, 5.28], [-0.76, 3.84, -1.14], [-0.61, 3.90, -2.62], [-1.85, 4.04, -3.18], [-1.46, 3.02, -0.94], [-1.20, 4.71, -0.70], [0.17, 3.55, -0.57], [-0.04, 3.09, -3.09], [-0.11, 4.78, -2.75], [-2.35, 3.25, -3.27], [-2.38, 2.93, 2.27], [-1.63, 1.65, 1.74], [-0.22, 1.99, 1.76], [-3.40, 2.89, 2.51], [-2.20, 3.65, 1.52], [-2.04, 3.36, 3.26], [-1.94, 1.41, 0.70], [-1.92, 0.83, 2.41], [0.12, 1.08, 1.56], [3.56, -1.44, 0.06], [2.62, -2.75, 0.12], [1.38, -2.49, 0.77], [3.25, -0.73, 0.83], [3.52, -0.79, -0.84], [4.57, -1.88, 0.13], [3.09, -3.53, 0.76], [2.36, -3.08, -0.87], [1.08, -3.34, 1.08], [0.65, 0.33, -1.36], [0.92, 0.12, 0.03], [1.61, 0.48, -1.90], [0.04, 1.22, -1.54], [0.13, -0.46, -1.86], [1.07, -0.83, 0.15], [-0.65, -3.90, -2.22], [-1.37, -4.67, -1.19], [-1.18, -3.05, -2.69], [-0.38, -4.57, -2.97], [0.19, -3.45, -1.70], [-1.87, -5.39, -1.64], [2.74, 3.30, 0.16], [2.22, 3.03, 1.40], [2.45, 4.18, -0.36], [2.28, 2.60, -0.53], [3.82, 3.30, 0.09], [1.26, 2.91, 1.29]],
  "lowdin_charge": [-0.069, -0.283, -0.027, 0.056, 0.087, 0.069, 0.049, 0.091, 0.011, -0.085, -0.372, -0.091, 0.080, 0.112, 0.071, 0.116, 0.118, 0.082, -0.052, -0.331, -0.072, 0.085, 0.088, 0.019, 0.102, 0.087, 0.108, -0.077, -0.355, -0.042, 0.055, 0.082, 0.073, 0.116, 0.086, 0.050, -0.063, -0.257, -0.130, 0.044, 0.037, 0.098, 0.105, 0.100, 0.053, -0.045, -0.227, -0.149, 0.045, 0.069, 0.082, 0.124, 0.089, 0.083, -0.114, -0.147, 0.091, 0.057, 0.052, 0.033, -0.104, -0.151, 0.073, 0.051, 0.052, 0.093, -0.201, -0.095, 0.057, 0.054, 0.080, 0.026],
  "smiles": "CCO.CCO.CCO.CCO.CCO.CCO.CO.CO.CO",
  "e_above_lowest_kcal_mol": 165.3,
  "charge": 0,
  "homo_lumo_gap_ha": 0.3472
}

***

# 4
{
  "formula": "C15H50N6O10",
  "method": "ωB97M-V/def2-TZVPD",
  "species": ["N", "C", "N", "O", "H", "H", "H", "H", "N", "C", "N", "O", "H", "H", "H", "H", "N", "C", "N", "O", "H", "H", "H", "H", "C", "C", "O", "H", "H", "H", "H", "H", "H", "C", "C", "O", "H", "H", "H", "H", "H", "H", "C", "C", "O", "H", "H", "H", "H", "H", "H", "C", "C", "O", "H", "H", "H", "H", "H", "H", "C", "C", "O", "H", "H", "H", "H", "H", "H", "C", "O", "H", "H", "H", "H", "C", "O", "H", "H", "H", "H"],
  "xyz": [[2.87, -3.24, -0.80], [2.62, -4.50, -0.89], [2.85, -5.03, -2.03], [2.15, -5.14, 0.26], [2.52, -2.86, 0.04], [3.44, -2.66, -1.45], [2.63, -6.02, -1.84], [2.49, -4.61, -2.87], [0.22, -2.79, -1.70], [-0.65, -3.75, -1.89], [-0.32, -4.92, -1.44], [-1.75, -3.60, -2.72], [0.14, -1.94, -2.32], [1.15, -2.91, -1.31], [-0.91, -5.77, -1.61], [0.40, -5.08, -0.74], [-0.62, -1.29, 0.34], [0.42, -0.94, 1.04], [0.23, 0.18, 1.67], [1.65, -1.67, 1.02], [-0.33, -2.07, -0.33], [-1.41, -0.68, 0.09], [0.95, 0.50, 2.16], [-0.60, 0.78, 1.64], [2.24, 3.37, 2.91], [1.04, 4.19, 2.56], [1.36, 5.21, 1.60], [2.05, 2.36, 3.37], [2.89, 3.96, 3.61], [2.90, 3.27, 2.08], [0.71, 4.61, 3.51], [0.22, 3.62, 2.24], [0.79, 5.06, 0.84], [-4.22, -2.05, -0.45], [-3.87, -1.91, 1.07], [-2.64, -2.57, 1.46], [-4.39, -3.08, -0.70], [-3.40, -1.65, -1.04], [-5.14, -1.50, -0.66], [-4.58, -2.30, 1.71], [-3.77, -0.85, 1.31], [-1.88, -2.02, 1.13], [1.77, 0.12, -2.22], [0.35, 0.17, -2.73], [0.22, -0.81, -3.69], [1.92, -0.79, -1.67], [2.03, 0.95, -1.60], [2.49, 0.17, -3.02], [0.20, 1.12, -3.19], [-0.40, 0.05, -1.93], [0.26, -0.39, -4.58], [3.75, 0.92, 0.94], [4.56, -0.10, 0.10], [4.80, 0.54, -1.17], [3.00, 1.38, 0.29], [4.31, 1.78, 1.34], [3.16, 0.34, 1.64], [3.97, -0.99, -0.07], [5.45, -0.52, 0.60], [4.94, -0.17, -1.80], [-3.99, 2.02, 2.64], [-2.86, 2.95, 2.23], [-1.80, 2.11, 1.83], [-3.64, 1.47, 3.52], [-4.31, 1.25, 1.92], [-4.97, 2.55, 2.85], [-2.54, 3.47, 3.16], [-3.06, 3.81, 1.56], [-1.34, 2.57, 1.11], [-3.13, 1.44, -1.19], [-2.45, 0.61, -0.21], [-4.05, 0.94, -1.49], [-2.55, 1.63, -2.13], [-3.49, 2.38, -0.71], [-2.59, 0.98, 0.67], [0.13, 2.74, -0.65], [-0.51, 3.91, -0.07], [-0.52, 1.91, -0.90], [0.79, 2.22, 0.02], [0.58, 3.13, -1.61], [-0.94, 4.41, -0.71]],
  "lowdin_charge": [0.136, -0.671, 0.182, -0.113, 0.035, 0.151, 0.146, 0.125, 0.138, -0.602, 0.175, -0.133, 0.097, 0.054, 0.160, 0.070, 0.133, -0.490, 0.230, -0.146, 0.094, 0.080, 0.050, 0.084, -0.087, -0.312, -0.062, 0.090, 0.095, 0.034, 0.113, 0.054, 0.039, -0.062, -0.276, -0.106, 0.065, 0.047, 0.070, 0.079, 0.069, 0.012, -0.054, -0.344, -0.080, 0.042, 0.047, 0.093, 0.104, 0.098, 0.136, -0.078, -0.269, -0.090, 0.043, 0.075, 0.054, 0.061, 0.116, 0.064, -0.069, -0.286, -0.148, 0.091, 0.059, 0.101, 0.121, 0.126, 0.041, -0.080, -0.199, 0.075, 0.096, 0.090, 0.027, -0.088, -0.115, 0.038, 0.061, 0.122, 0.074],
  "smiles": "NC(N)=O.NC(N)=O.NC(N)=O.CCO.CCO.CCO.CCO.CCO.CO.CO",
  "e_above_lowest_kcal_mol": 167.1,
  "charge": 0,
  "homo_lumo_gap_ha": 0.3103
}